59
Properties=species:S:1:pos:R:3 method="wB97M-V/def2-TZVPD" charge=+1 gap_ev="8.291 / 5.267" spin_multiplicity=6 homo_ev="-11.58 / -11.57" s2=8.789
H 2.350 -2.741 3.259
H 2.884 -1.748 4.619
O -4.286 1.051 -4.088
H 2.170 -1.888 -1.451
C 2.469 3.636 1.981
O 0.612 -0.667 2.108
O 1.509 1.650 1.338
S 1.403 2.090 -1.442
H -0.988 3.137 -3.037
C -0.666 0.448 -3.635
H -1.680 -1.888 -4.578
H 2.169 0.919 4.911
C 1.161 -2.701 0.273
H -2.416 2.569 -5.679
C -1.184 -3.133 -0.004
C 2.949 5.317 0.349
H 2.429 4.767 -1.657
N -3.031 0.947 -2.221
H 3.330 6.292 0.095
H -2.663 3.529 -3.454
C 2.455 4.480 -0.620
C -1.643 2.335 -4.943
Fe 0.349 0.182 0.054
C -2.119 -0.039 -5.628
H -1.211 -0.014 -6.232
H 0.167 -1.894 -2.852
C -3.192 0.955 -3.601
H 2.452 3.240 2.985
H 1.157 -2.180 4.443
C 0.079 -2.196 -1.822
H 0.591 0.101 4.958
C 1.979 3.209 -0.282
C -1.921 0.902 -4.422
H -0.678 2.329 -5.455
H -2.477 -2.092 -6.132
C -2.442 -1.476 -5.237
H -2.008 -2.698 -1.928
N 1.984 2.827 1.024
H -2.947 0.356 -6.221
C 2.957 4.882 1.676
C -0.043 -3.168 0.781
C -1.840 0.732 -1.587
H 3.338 5.508 2.463
H 0.820 1.521 3.922
H -1.337 4.351 -4.267
H -0.090 -3.578 1.778
H -2.115 -3.520 0.385
H 2.068 -2.782 0.858
N -0.748 0.453 -2.286
C -1.659 3.399 -3.853
C 1.219 -2.179 -1.019
O 0.334 0.136 -4.229
C -1.123 -2.662 -1.308
C 1.295 0.638 4.333
H -3.861 1.072 -1.650
O -1.764 0.768 -0.339
H -3.410 -1.538 -4.745
C 2.073 -1.927 3.922
S 1.841 -0.394 2.926

***

57
Properties=species:S:1:pos:R:3 method="wB97M-V/def2-TZVPD" charge=+1 gap_ev="8.193 / 7.901" spin_multiplicity=2 homo_ev="-10.32 / -10.05" s2=1.243
H 5.920 -2.970 1.928
H -0.922 2.970 3.898
H -1.205 4.151 2.603
N 1.999 -0.122 -0.037
H -3.735 1.401 3.360
S 4.232 0.566 -1.104
C -2.098 2.205 2.230
C -0.649 -2.626 -1.976
H -2.793 -3.713 -0.125
H 1.716 -2.094 1.872
C -0.637 2.234 -1.911
H 1.081 -2.103 -2.845
H 3.633 -3.397 2.748
C 4.255 -0.698 0.089
C 5.095 -2.392 1.532
C -1.649 3.325 3.163
H -2.881 0.187 2.408
H -2.181 0.820 3.919
H 1.406 4.054 -3.934
N -0.576 -1.719 -0.990
H -2.551 -4.027 -3.802
C -2.097 -4.426 -2.894
H -1.210 -5.006 -3.150
C -0.241 3.166 -2.865
H 6.343 -1.240 0.219
H 0.625 1.554 2.794
C -1.709 -1.838 -0.269
H -3.541 -2.502 -1.191
H -1.695 2.150 -1.675
C -2.594 -2.921 -0.848
C 2.521 0.696 -0.911
H -0.399 0.273 2.766
N 0.069 0.960 2.186
C 2.962 -0.934 0.552
H -2.576 3.513 0.566
C 2.723 -1.912 1.516
N -0.936 1.678 1.459
H -3.934 3.173 1.641
Mn -0.009 0.099 0.164
C -3.053 2.737 1.170
C 0.291 1.418 -1.260
H 3.103 2.642 -2.826
H -3.371 1.931 0.506
H -0.466 2.456 1.006
H -2.802 -5.106 -2.421
H 0.213 -3.336 -3.693
C 5.339 -1.426 0.577
N -1.754 -3.378 -1.951
C 3.795 -2.634 1.999
C 2.053 2.527 -2.575
H -2.499 3.719 3.721
H -0.985 3.785 -3.353
O -1.927 -1.108 0.698
C 1.630 1.597 -1.628
C -2.751 1.078 3.022
N 0.316 -2.757 -2.880
C 1.105 3.320 -3.199